Model one:
287
Properties=species:S:1:pos:R:3:mulliken_charge:R:1 method="wB97M-V/def2-TZVPD" homo_lumo_gap_ev=8.8 e_homo_ev=-8.678 multiplicity=1
C 1.602 18.559 -6.687 -0.79
O 0.736 19.504 -7.350 -0.32
C 0.639 19.051 -8.690 -0.52
C 0.346 20.190 -9.822 -0.60
O 1.422 21.130 -9.801 -0.36
C 1.581 21.987 -8.583 -0.29
C 2.360 23.268 -8.981 -0.66
O 1.425 24.104 -9.698 -0.30
C 2.075 25.062 -10.576 -0.76
H 2.641 18.621 -7.012 0.33
H 1.317 17.507 -6.667 0.35
H 1.606 18.761 -5.616 0.26
H -0.047 18.211 -8.794 0.49
H 1.534 18.642 -9.160 0.31
H -0.671 20.582 -9.813 0.31
H 0.404 19.721 -10.804 0.33
H 1.982 21.519 -7.684 0.31
H 0.580 22.274 -8.262 0.32
H 3.200 22.969 -9.608 0.31
H 2.877 23.779 -8.169 0.41
H 2.599 24.513 -11.359 0.32
H 2.842 25.691 -10.125 0.30
H 1.307 25.645 -11.084 0.26
C 15.036 -10.882 4.020 -0.74
O 15.158 -9.434 3.784 -0.34
C 14.193 -8.692 4.490 -0.51
C 12.894 -8.443 3.554 -0.54
O 13.058 -7.737 2.315 -0.40
C 13.347 -6.286 2.424 -0.34
C 13.003 -5.520 1.071 -0.61
O 11.883 -4.595 1.005 -0.36
C 11.941 -3.443 1.805 -0.63
H 14.312 -11.386 3.379 0.28
H 14.824 -11.165 5.051 0.33
H 16.043 -11.274 3.875 0.27
H 14.645 -7.780 4.878 0.31
H 13.970 -9.261 5.392 0.41
H 12.172 -7.862 4.128 0.39
H 12.305 -9.348 3.400 0.36
H 14.382 -6.082 2.698 0.33
H 12.827 -5.749 3.218 0.32
H 12.874 -6.227 0.252 0.33
H 13.923 -5.031 0.750 0.35
H 11.906 -3.543 2.890 0.23
H 11.134 -2.762 1.535 0.22
H 12.905 -3.058 1.470 0.32
C 4.128 18.560 3.136 -0.68
O 2.799 18.131 2.880 -0.33
C 2.225 18.082 1.551 -0.53
C 1.891 19.409 0.924 -0.51
O 0.887 19.932 1.762 -0.27
C 0.545 21.325 1.491 -0.41
C -0.626 21.783 2.344 -0.50
O -1.159 22.920 1.765 -0.31
C -2.035 23.651 2.651 -0.74
H 4.815 17.891 2.618 0.29
H 4.441 18.593 4.180 0.26
H 4.288 19.582 2.793 0.27
H 1.303 17.517 1.688 0.22
H 2.914 17.561 0.885 0.40
H 1.468 19.392 -0.080 0.41
H 2.696 20.117 0.728 0.37
H 0.268 21.344 0.437 0.31
H 1.321 22.027 1.796 0.22
H -0.333 21.865 3.391 0.33
H -1.361 20.978 2.358 0.33
H -2.818 22.937 2.907 0.33
H -2.490 24.369 1.969 0.26
H -1.566 24.197 3.469 0.28
C 3.608 0.669 -5.034 -0.69
O 4.338 0.186 -3.960 -0.35
C 5.343 -0.858 -4.197 -0.39
C 4.802 -2.144 -3.523 -0.56
O 5.659 -3.212 -3.773 -0.32
C 5.335 -4.113 -4.749 -0.46
C 6.454 -5.018 -5.223 -0.61
O 7.586 -4.374 -5.852 -0.39
C 8.210 -3.542 -4.908 -0.37
H 4.344 1.056 -5.739 0.30
H 2.886 1.396 -4.663 0.23
H 3.013 -0.117 -5.500 0.29
H 6.206 -0.469 -3.656 0.24
H 5.565 -1.023 -5.252 0.41
H 3.750 -2.424 -3.579 0.41
H 4.908 -1.942 -2.457 0.22
H 5.030 -3.518 -5.609 0.35
H 4.408 -4.667 -4.598 0.44
H 6.109 -5.591 -6.084 0.35
H 6.754 -5.786 -4.510 0.33
H 9.229 -3.304 -5.214 0.29
H 8.266 -3.871 -3.871 0.28
H 7.579 -2.656 -4.975 -0.03
C 3.926 10.966 -2.549 -0.63
O 5.229 11.484 -2.145 -0.32
C 6.158 11.456 -3.179 -0.61
C 6.885 10.146 -3.490 -0.35
O 6.054 9.104 -3.802 -0.28
C 6.667 7.804 -3.942 -0.71
C 6.571 7.084 -2.577 -0.19
O 7.012 5.754 -2.771 -0.34
C 7.028 5.077 -1.481 -0.80
H 4.029 9.944 -2.913 0.24
H 3.325 11.568 -3.231 0.28
H 3.445 10.830 -1.580 0.24
H 6.968 11.950 -2.642 0.28
H 5.751 12.083 -3.973 0.37
H 7.535 9.912 -2.647 0.26
H 7.548 10.209 -4.353 0.42
H 7.692 7.840 -4.310 0.35
H 6.068 7.166 -4.592 0.30
H 5.528 7.051 -2.262 0.29
H 7.221 7.627 -1.890 0.31
H 7.347 5.657 -0.615 0.30
H 7.723 4.238 -1.469 0.30
H 6.059 4.689 -1.168 0.30
C 6.164 11.498 -16.048 -0.74
O 5.748 11.687 -14.708 -0.25
C 4.888 10.763 -14.137 -0.67
C 4.575 11.157 -12.655 -0.21
O 5.537 10.576 -11.770 -0.38
C 5.640 11.084 -10.473 -0.58
C 6.235 12.491 -10.472 -0.51
O 5.190 13.347 -10.843 -0.28
C 5.460 14.703 -10.842 -0.76
H 6.454 10.478 -16.301 0.31
H 7.032 12.156 -16.019 0.22
H 5.470 11.881 -16.796 0.28
H 5.284 9.756 -14.268 0.38
H 3.989 10.881 -14.743 0.36
H 3.575 10.858 -12.341 0.31
H 4.528 12.239 -12.779 0.22
H 6.340 10.408 -9.982 0.30
H 4.630 11.044 -10.065 0.35
H 7.010 12.593 -11.231 0.32
H 6.531 12.675 -9.439 0.48
H 4.572 15.269 -11.125 0.24
H 6.235 15.114 -11.490 0.31
H 5.798 14.940 -9.833 0.30
C -1.943 10.907 -8.350 -0.78
O -2.051 9.457 -8.012 -0.30
C -1.012 9.155 -7.052 -0.52
C -1.259 7.748 -6.462 -0.65
O -2.506 7.752 -5.743 -0.38
C -3.465 6.762 -6.319 -0.46
C -3.189 5.320 -5.745 -0.40
O -4.208 4.676 -5.001 -0.39
C -4.780 5.265 -3.791 -0.66
H -2.892 11.144 -8.831 0.27
H -1.204 11.187 -9.102 0.30
H -1.841 11.638 -7.548 0.32
H -0.913 9.880 -6.244 0.34
H -0.039 9.185 -7.542 0.36
H -0.410 7.519 -5.818 0.36
H -1.234 6.969 -7.224 0.41
H -3.407 6.758 -7.408 0.29
H -4.448 6.974 -5.899 0.40
H -2.206 5.261 -5.278 0.34
H -3.031 4.630 -6.574 0.32
H -5.366 6.148 -4.045 0.28
H -4.034 5.601 -3.071 0.30
H -5.463 4.467 -3.498 0.23
C 13.408 10.504 -3.634 -0.75
O 12.299 10.118 -2.804 -0.33
C 12.500 10.390 -1.392 -0.34
C 12.392 11.912 -1.252 -0.65
O 11.848 12.385 0.064 -0.42
C 12.649 11.791 1.213 -0.47
C 13.155 12.875 2.228 -0.71
O 13.925 13.943 1.591 -0.26
C 14.567 14.794 2.462 -0.68
H 13.196 10.338 -4.690 0.24
H 14.258 9.930 -3.267 0.30
H 13.670 11.550 -3.473 0.31
H 13.318 9.800 -0.979 0.38
H 11.640 9.975 -0.866 0.29
H 12.059 12.517 -2.096 0.43
H 13.414 12.232 -1.049 0.44
H 13.536 11.298 0.816 0.34
H 11.978 11.140 1.774 0.30
H 13.705 12.462 3.074 0.43
H 12.280 13.241 2.765 0.37
H 14.882 14.191 3.314 0.30
H 13.875 15.532 2.866 0.28
H 15.344 15.345 1.932 0.21
C 10.906 18.033 -2.864 -0.66
O 10.871 18.875 -4.079 -0.38
C 9.717 18.567 -4.886 -0.79
C 10.044 17.966 -6.201 -0.11
O 10.802 16.713 -6.161 -0.31
C 11.220 16.157 -7.386 -0.70
C 11.856 17.037 -8.451 -0.57
O 11.097 18.142 -8.938 -0.30
C 11.832 18.811 -9.968 -0.81
H 10.357 18.470 -2.030 0.29
H 11.943 17.811 -2.610 0.26
H 10.487 17.065 -3.137 0.28
H 9.194 19.504 -5.081 0.36
H 9.060 17.858 -4.383 0.39
H 10.707 18.775 -6.509 0.20
H 9.120 18.084 -6.767 0.31
H 10.289 15.861 -7.869 0.36
H 11.724 15.195 -7.297 0.39
H 12.212 16.377 -9.242 0.53
H 12.818 17.284 -8.001 0.36
H 11.127 19.268 -10.663 0.27
H 12.285 18.159 -10.715 0.32
H 12.569 19.423 -9.449 0.31
C 8.992 -0.897 -10.408 -0.79
O 10.016 -0.131 -9.762 -0.36
C 10.069 -0.326 -8.389 -0.55
C 11.040 0.687 -7.638 -0.27
O 10.544 2.001 -7.660 -0.35
C 11.325 3.098 -7.200 -0.55
C 11.909 2.817 -5.742 -0.53
O 12.984 1.982 -5.666 -0.34
C 13.377 1.645 -4.280 -0.75
H 9.228 -1.955 -10.296 0.31
H 8.959 -0.876 -11.497 0.30
H 7.964 -0.698 -10.105 0.30
H 10.451 -1.341 -8.277 0.40
H 9.058 -0.280 -7.986 0.34
H 11.996 0.681 -8.161 0.28
H 11.123 0.273 -6.633 0.22
H 10.600 3.902 -7.076 0.32
H 12.103 3.271 -7.944 0.32
H 11.104 2.294 -5.226 0.37
H 12.162 3.789 -5.319 0.45
H 13.365 2.489 -3.591 0.32
H 14.429 1.359 -4.284 0.26
H 12.771 0.803 -3.945 0.30
C 3.387 -1.034 3.290 -0.69
O 2.993 -0.398 4.528 -0.36
C 1.688 -0.743 4.956 -0.72
C 0.547 0.009 4.252 -0.36
O 0.982 1.388 4.363 -0.27
C 0.144 2.474 3.922 -0.62
C 0.046 2.545 2.375 -0.42
O 1.164 3.194 1.799 -0.31
C 0.851 4.180 0.797 -0.80
H 4.460 -1.210 3.203 0.27
H 3.250 -0.333 2.466 0.21
H 2.762 -1.880 3.006 0.35
H 1.587 -0.513 6.017 0.33
H 1.651 -1.822 4.809 0.49
H -0.300 -0.200 4.906 0.34
H 0.435 -0.200 3.189 0.31
H 0.550 3.385 4.361 0.27
H -0.828 2.205 4.336 0.35
H -0.790 3.197 2.122 0.47
H -0.168 1.618 1.842 0.27
H 0.503 5.062 1.335 0.34
H 0.056 3.868 0.120 0.37
H 1.685 4.444 0.147 0.21
C 5.051 6.476 5.388 -1.17
C 4.794 6.578 3.812 0.35
C 5.699 7.713 3.278 -0.65
O 5.260 9.022 3.784 -0.32
C 5.252 10.097 2.954 -0.83
N 4.911 5.276 3.203 -0.71
H 6.134 6.494 5.504 0.31
H 4.520 5.635 5.835 0.39
H 4.676 7.361 5.902 0.29
H 3.820 6.968 3.516 0.28
H 5.666 7.551 2.201 0.24
H 6.772 7.548 3.371 0.38
H 6.243 10.408 2.622 0.33
H 5.009 10.924 3.621 0.31
H 4.367 10.162 2.321 0.31
H 4.181 4.769 3.683 0.25
H 4.550 5.268 2.260 0.26
C 12.410 5.215 2.617 -1.30
C 12.199 3.827 3.243 0.67
C 13.491 3.342 3.852 -0.72
O 14.203 2.503 2.896 -0.28
C 15.159 1.650 3.422 -0.73
N 11.012 3.965 4.101 -0.59
H 13.361 5.676 2.882 0.26
H 11.626 5.948 2.810 0.40
H 12.422 5.045 1.540 0.28
H 11.938 3.065 2.509 0.17
H 13.109 2.719 4.661 0.31
H 14.084 4.116 4.340 0.40
H 15.488 1.009 2.604 0.23
H 14.882 1.082 4.310 0.30
H 15.954 2.307 3.776 0.31
H 10.152 4.287 3.680 0.16
H 10.941 3.418 4.948 0.14

Model two:
287
Properties=species:S:1:pos:R:3:mulliken_charge:R:1 method="wB97M-V/def2-TZVPD" homo_lumo_gap_ev=8.6 e_homo_ev=-8.292 multiplicity=1
C -7.392 2.325 1.283 0.14
O -7.033 3.010 0.159 -0.50
C -5.635 3.044 -0.079 0.62
C -4.950 4.178 0.673 -1.18
O -4.908 4.023 2.058 0.25
C -4.843 5.240 2.868 -0.43
C -5.320 4.786 4.248 -0.60
O -4.406 4.137 5.060 -0.48
C -3.744 2.980 4.582 -0.29
H -8.452 2.203 1.506 0.43
H -6.994 2.649 2.244 -0.29
H -7.046 1.306 1.113 -0.12
H -5.513 3.327 -1.125 0.11
H -5.111 2.126 0.186 -0.16
H -5.525 5.068 0.418 0.39
H -3.942 4.453 0.363 0.36
H -5.581 5.939 2.472 0.49
H -3.830 5.632 2.775 0.15
H -6.176 4.127 4.104 0.29
H -5.660 5.633 4.844 0.33
H -4.508 2.244 4.331 0.25
H -3.280 2.516 5.452 0.39
H -3.053 3.122 3.751 -0.04
C -6.935 4.126 -4.340 -0.65
O -6.885 3.333 -5.504 -0.36
C -6.200 3.833 -6.636 -0.64
C -4.647 3.840 -6.672 -0.43
O -4.000 2.609 -6.562 -0.43
C -4.230 1.833 -5.378 0.16
C -3.366 0.579 -5.359 -0.23
O -3.667 -0.291 -4.232 0.08
C -4.762 -1.114 -4.472 -0.31
H -7.474 5.064 -4.471 0.37
H -5.893 4.202 -4.030 0.30
H -7.647 3.746 -3.608 0.15
H -6.540 4.856 -6.795 0.46
H -6.628 3.234 -7.440 0.26
H -4.276 4.632 -6.022 0.25
H -4.382 3.932 -7.726 0.37
H -5.286 1.602 -5.234 0.48
H -3.824 2.520 -4.636 -0.04
H -2.340 0.938 -5.274 -0.73
H -3.389 0.048 -6.310 0.54
H -4.898 -1.847 -3.678 -0.34
H -4.632 -1.789 -5.318 0.30
H -5.620 -0.472 -4.669 0.20
C -7.505 0.552 -2.324 -0.67
O -6.914 -0.718 -2.112 0.16
C -7.722 -1.739 -1.588 -0.53
C -6.902 -2.987 -1.331 -0.69
O -6.018 -2.906 -0.251 0.15
C -6.575 -3.248 1.091 -0.40
C -6.703 -4.802 1.220 -0.93
O -5.398 -5.426 1.028 0.15
C -5.321 -6.791 1.184 -0.85
H -6.884 1.128 -3.009 -0.04
H -7.653 1.035 -1.358 0.18
H -8.464 0.403 -2.822 0.46
H -8.568 -1.899 -2.255 0.40
H -8.115 -1.270 -0.686 0.32
H -6.150 -3.087 -2.113 0.11
H -7.474 -3.914 -1.357 0.34
H -7.504 -2.677 1.103 0.35
H -6.013 -2.883 1.951 0.16
H -7.494 -5.100 0.532 0.50
H -7.043 -4.942 2.246 0.50
H -5.899 -7.430 0.516 0.27
H -5.535 -6.959 2.239 0.40
H -4.378 -7.292 0.967 0.04
C -0.641 -5.119 7.572 -0.85
O -1.092 -5.044 6.257 -0.08
C -2.259 -5.908 6.080 -0.97
C -2.797 -5.825 4.622 -0.10
O -3.027 -4.427 4.384 -0.28
C -3.591 -4.211 3.125 0.12
C -3.568 -2.685 2.857 -0.04
O -4.365 -1.817 3.667 -0.67
C -4.348 -0.512 3.012 0.06
H -1.338 -4.832 8.359 0.37
H 0.375 -4.730 7.633 0.08
H -0.602 -6.176 7.837 0.39
H -3.059 -5.592 6.748 0.41
H -2.111 -6.978 6.224 0.46
H -3.733 -6.382 4.673 0.29
H -2.012 -6.155 3.941 0.08
H -4.645 -4.482 3.063 0.05
H -3.069 -4.762 2.342 -0.40
H -3.742 -2.523 1.794 -0.21
H -2.523 -2.430 3.033 0.79
H -3.429 0.068 3.097 0.03
H -4.984 0.068 3.682 0.18
H -4.818 -0.474 2.030 0.06
C 3.980 -4.772 3.469 -0.11
O 3.030 -5.184 4.484 -0.55
C 2.127 -4.155 4.894 -0.61
C 1.123 -3.642 3.849 -0.11
O 1.792 -2.929 2.840 0.21
C 1.142 -2.703 1.563 0.14
C 1.852 -1.613 0.736 1.32
O 3.222 -1.412 0.930 -0.13
C 4.113 -2.455 0.520 -1.02
H 4.725 -4.098 3.892 0.33
H 3.465 -4.391 2.587 -0.38
H 4.581 -5.640 3.202 0.32
H 2.730 -3.329 5.271 0.32
H 1.592 -4.430 5.803 -0.10
H 0.420 -2.903 4.235 0.42
H 0.573 -4.537 3.559 0.13
H 0.195 -2.218 1.797 -0.05
H 0.936 -3.574 0.941 -0.36
H 1.405 -0.705 1.141 -1.15
H 1.565 -1.758 -0.306 0.35
H 4.451 -3.213 1.226 0.05
H 5.017 -2.105 0.021 0.47
H 3.707 -3.088 -0.268 0.29
C 4.065 2.222 -0.244 0.29
O 5.219 3.035 -0.306 -0.35
C 5.731 3.115 -1.632 0.12
C 6.871 4.056 -1.781 -1.22
O 8.136 3.683 -1.121 -0.29
C 9.147 4.682 -1.032 -0.54
C 10.293 4.250 -0.144 -0.51
O 10.895 3.130 -0.764 -0.24
C 12.083 2.626 -0.229 -0.80
H 3.181 2.653 -0.714 -0.12
H 3.876 2.143 0.826 -0.26
H 4.209 1.272 -0.758 0.34
H 4.964 3.523 -2.289 0.18
H 5.892 2.121 -2.049 0.39
H 6.479 5.003 -1.408 0.33
H 7.147 4.383 -2.783 0.45
H 8.764 5.574 -0.538 0.37
H 9.528 4.917 -2.026 0.30
H 9.870 3.942 0.813 0.28
H 11.081 4.996 -0.048 0.40
H 12.485 2.000 -1.026 0.23
H 11.889 2.010 0.650 0.30
H 12.864 3.352 -0.002 0.30
C 6.924 4.160 4.360 -0.81
O 5.549 4.423 4.799 -0.46
C 4.605 4.197 3.676 -0.33
C 3.192 4.430 4.126 0.21
O 2.816 5.805 4.310 -0.50
C 2.350 6.412 3.123 -0.35
C 0.858 6.275 2.727 -0.74
O 0.483 4.937 2.398 0.29
C -0.862 4.864 2.019 -1.30
H 7.539 3.698 5.133 0.33
H 7.350 5.119 4.067 0.31
H 7.044 3.565 3.454 0.28
H 4.666 3.236 3.166 0.32
H 4.923 4.970 2.975 0.35
H 3.114 3.866 5.056 0.11
H 2.457 3.891 3.528 -0.01
H 2.899 6.006 2.273 -0.03
H 2.602 7.472 3.099 0.47
H 0.578 6.927 1.899 0.39
H 0.133 6.519 3.504 0.44
H -1.648 5.129 2.726 0.51
H -1.088 3.853 1.679 -0.16
H -0.940 5.413 1.081 0.56
C 1.420 0.068 -5.878 -0.31
O 2.139 0.971 -5.033 -0.39
C 2.377 0.548 -3.696 -0.05
C 3.322 -0.660 -3.439 0.38
O 4.666 -0.342 -3.868 -0.32
C 5.024 -0.061 -5.158 -0.17
C 6.376 0.712 -5.095 -0.40
O 7.052 0.767 -6.340 -0.43
C 7.809 1.989 -6.446 -0.63
H 1.880 -0.918 -5.945 0.33
H 1.393 0.399 -6.916 0.38
H 0.339 0.147 -5.766 -0.19
H 1.419 0.389 -3.202 0.02
H 2.783 1.459 -3.257 0.15
H 2.882 -1.476 -4.012 -0.08
H 3.380 -0.823 -2.363 -0.01
H 4.356 0.611 -5.697 0.18
H 4.999 -0.975 -5.751 0.27
H 7.000 0.022 -4.528 0.29
H 6.289 1.609 -4.483 0.18
H 8.524 1.902 -7.264 0.25
H 8.378 2.224 -5.546 0.26
H 7.062 2.736 -6.714 0.29
C -0.204 1.489 3.567 -0.47
O 1.067 1.541 4.221 -0.60
C 1.976 0.432 4.020 1.83
C 3.039 0.651 5.066 -1.02
O 3.108 -0.496 5.949 -0.45
C 1.992 -0.698 6.886 -0.44
C 2.180 -1.835 8.035 -0.64
O 3.032 -1.478 9.121 -0.37
C 3.034 -2.419 10.155 -0.72
H -0.104 1.262 2.506 0.33
H -0.835 2.369 3.691 0.06
H -0.797 0.698 4.027 0.39
H 2.378 0.456 3.007 -0.38
H 1.443 -0.506 4.176 -0.37
H 2.881 1.586 5.603 0.49
H 3.988 0.822 4.557 0.21
H 1.006 -0.880 6.458 0.28
H 1.913 0.272 7.377 0.56
H 2.537 -2.749 7.560 0.28
H 1.180 -2.079 8.394 0.40
H 3.365 -3.404 9.826 0.28
H 2.012 -2.469 10.531 0.30
H 3.707 -2.112 10.956 0.26
C 4.793 -6.394 -0.382 -0.52
O 3.464 -6.876 -0.652 -0.43
C 2.610 -6.799 0.511 0.31
C 1.200 -7.480 0.315 -0.91
O 0.199 -6.495 0.422 0.12
C -1.150 -6.873 0.359 0.25
C -1.755 -6.785 -1.084 -0.89
O -1.945 -5.334 -1.460 -0.12
C -3.222 -4.869 -1.275 -0.27
H 5.413 -6.738 -1.209 0.30
H 5.151 -6.814 0.558 0.29
H 4.862 -5.306 -0.361 0.08
H 2.514 -5.738 0.742 -0.38
H 3.061 -7.267 1.386 0.46
H 1.062 -8.301 1.018 0.38
H 1.109 -7.797 -0.724 0.39
H -1.629 -6.142 1.011 -0.52
H -1.412 -7.832 0.807 0.36
H -2.683 -7.333 -1.252 0.48
H -1.045 -7.341 -1.695 0.33
H -3.317 -3.880 -1.723 -0.46
H -3.511 -4.623 -0.253 0.02
H -3.962 -5.474 -1.799 0.65
C 2.395 7.850 -1.496 -0.67
O 1.587 6.905 -0.869 -0.39
C 1.987 5.493 -0.937 0.37
C 1.640 4.959 -2.321 0.90
O 2.316 5.663 -3.430 -0.41
C 2.223 5.307 -4.844 -0.59
C 0.790 5.071 -5.391 -0.59
O 0.110 4.026 -4.645 -0.01
C -1.193 3.696 -4.992 -0.72
H 2.240 8.808 -0.999 0.32
H 2.126 7.835 -2.552 0.16
H 3.478 7.732 -1.481 0.28
H 1.395 4.979 -0.180 -0.44
H 2.973 5.229 -0.556 0.33
H 0.560 4.824 -2.268 0.08
H 2.078 3.986 -2.544 -0.71
H 2.754 4.357 -4.898 0.10
H 2.838 6.081 -5.305 0.40
H 0.772 4.811 -6.450 0.50
H 0.292 6.029 -5.240 0.35
H -1.121 2.803 -5.612 0.21
H -1.778 4.501 -5.436 0.42
H -1.742 3.362 -4.111 0.04
C -0.346 -2.700 -4.133 -0.46
C 0.274 -3.950 -3.588 1.25
C 1.260 -4.716 -4.562 -0.98
O 0.696 -5.162 -5.733 -0.43
C -0.391 -6.115 -5.560 -0.64
N 0.697 -3.953 -2.267 -0.07
H 0.464 -1.982 -4.258 -0.11
H -1.087 -2.269 -3.460 -0.43
H -0.763 -2.870 -5.126 0.50
H -0.596 -4.564 -3.356 0.17
H 1.544 -5.663 -4.104 0.50
H 2.165 -4.119 -4.680 0.24
H -0.724 -6.541 -6.506 0.32
H -1.263 -5.714 -5.043 0.18
H -0.060 -6.997 -5.012 0.29
H -0.076 -3.612 -1.713 -0.10
H 0.760 -4.946 -2.091 -0.16
C -2.736 -1.135 -0.975 0.26
C -2.890 0.334 -0.839 1.62
C -1.603 1.144 -1.240 -1.62
O -0.528 0.833 -0.275 0.38
C 0.510 1.812 -0.131 -0.18
N -4.038 0.704 -1.637 0.74
H -3.525 -1.740 -0.529 -0.43
H -1.813 -1.413 -0.466 -0.10
H -2.488 -1.388 -2.006 -0.44
H -3.034 0.332 0.241 -0.34
H -1.768 2.222 -1.232 0.38
H -1.467 1.023 -2.315 0.25
H 0.748 2.198 -1.122 0.30
H 1.318 1.420 0.485 -0.28
H 0.251 2.686 0.468 0.26
H -3.887 0.558 -2.625 -0.44
H -4.814 0.108 -1.386 -0.09

Question: of the structures shown, which is the most stable? Reply: model two.